ORCA calculation (ωB97M-V/def2-TZVPD) on C57H64N10O5S2 as an isolated structure in a non-equilibrium geometry.

```
138
Properties=species:S:1:pos:R:3:forces:R:3:lowdin_charge:R:1
C 5.8933 -1.2342 3.1033 -0.954 0.644 0.859 -0.024
C 4.9878 -0.0437 2.3575 2.684 1.958 -2.885 -0.249
O 5.5926 0.7033 1.4200 -4.375 -4.308 5.486 -0.062
O 3.6045 0.1119 2.8329 3.297 -0.631 -2.845 -0.125
C 2.6415 0.2405 1.7281 -2.386 0.985 -0.980 -0.179
C 1.4380 1.2712 2.2570 0.491 0.325 -0.666 -0.160
C -0.0564 0.7869 1.7880 0.199 0.660 -0.293 -0.199
C -1.2735 1.5911 2.5784 -0.021 -0.313 -0.073 -0.149
C -1.9384 0.6806 3.8042 1.691 1.630 0.711 -0.208
O -3.3928 0.4454 3.6233 0.280 -2.168 -0.356 -0.452
S -3.6615 -1.1020 2.9383 0.317 -2.994 2.620 0.948
O -3.7838 -2.1819 4.0431 0.134 4.152 -3.355 -0.441
O -5.2639 -0.9880 2.2744 0.807 0.320 0.073 -0.820
S -5.3703 -1.9314 0.8471 -0.214 0.960 -0.321 0.736
H 5.2024 -1.8343 3.8539 1.385 1.268 -1.702 0.088
H 6.7573 -0.7203 3.7231 -1.782 -0.993 -1.408 0.076
H 6.3962 -1.9672 2.3406 -1.196 1.684 1.248 0.095
H 3.0723 0.7016 0.7427 -0.295 -0.931 2.129 0.131
H 2.1533 -0.8033 1.4501 1.308 1.964 0.947 0.117
H 1.5679 1.4146 3.4111 -0.464 -0.387 -2.102 0.101
H 1.6317 2.3298 1.7454 -0.365 -2.177 1.277 0.125
H -0.1216 -0.3783 1.9203 -0.143 2.203 -0.225 0.101
H -0.1881 1.0529 0.6378 0.295 -0.803 2.417 0.101
H -2.1174 1.8811 1.8110 1.641 -0.784 1.512 0.087
H -0.8735 2.6278 3.0137 -0.763 -2.405 -0.810 0.129
H -1.3610 -0.3172 4.0069 -1.150 1.781 -0.567 0.110
H -1.8275 1.3480 4.7874 -0.600 -1.736 -2.034 0.149
H -5.7123 -0.9897 -0.1656 0.581 -0.608 1.508 -0.093
N -2.1837 2.1230 -0.7017 -0.472 0.695 -0.556 0.050
C -3.5204 2.1261 -0.8986 0.882 -0.029 0.108 -0.149
C -4.1903 3.0993 -1.6226 0.171 0.174 -0.068 -0.068
C -3.4469 4.1361 -2.1765 -0.056 0.154 0.101 -0.097
C -2.0687 4.1615 -1.9896 -0.296 -0.020 0.083 -0.084
C -1.4884 3.1414 -1.2530 -0.357 -0.681 0.394 -0.148
H -4.0566 1.2983 -0.4439 -0.011 0.040 -0.013 0.091
H -5.2657 3.0503 -1.7511 0.111 0.003 0.012 0.107
H -3.9373 4.9178 -2.7494 0.072 -0.165 0.051 0.108
H -1.4613 4.9561 -2.4078 -0.040 -0.089 0.034 0.108
H -0.4159 3.1147 -1.0823 -0.049 0.041 -0.023 0.101
N 2.3872 3.0018 5.6351 0.799 0.592 0.067 0.052
C 3.6323 2.5359 5.3939 -0.862 0.142 0.152 -0.149
C 4.7784 3.3067 5.5053 -0.068 0.288 0.088 -0.071
C 4.6420 4.6382 5.8833 0.008 -0.007 -0.008 -0.080
C 3.3726 5.1476 6.1367 0.235 -0.133 -0.052 -0.080
C 2.2865 4.2978 6.0021 -0.057 -0.869 -0.244 -0.153
H 3.6863 1.4921 5.0988 0.031 0.086 -0.012 0.091
H 5.7537 2.8793 5.3018 -0.097 0.015 0.002 0.102
H 5.5175 5.2737 5.9799 -0.101 -0.071 -0.015 0.105
H 3.2326 6.1811 6.4326 -0.011 -0.101 -0.026 0.100
H 1.2756 4.6472 6.1923 0.091 0.018 -0.010 0.100
N -3.7368 3.4354 -5.3543 0.697 -0.202 -0.677 0.062
C -2.6179 2.7503 -5.0315 -0.792 0.370 -0.159 -0.142
C -1.6243 2.4250 -5.9408 0.015 0.112 -0.230 -0.082
C -1.7872 2.8218 -7.2639 0.003 0.018 0.005 -0.081
C -2.9298 3.5271 -7.6276 0.193 -0.144 0.096 -0.079
C -3.8662 3.8088 -6.6459 -0.029 -0.189 0.876 -0.152
H -2.5384 2.4601 -3.9879 0.044 -0.042 -0.159 0.086
H -0.7449 1.8751 -5.6252 -0.097 -0.033 -0.032 0.095
H -1.0302 2.5838 -8.0054 -0.073 0.015 0.092 0.108
H -3.0867 3.8502 -8.6504 -0.009 -0.014 0.099 0.100
H -4.7729 4.3600 -6.8792 0.077 -0.040 -0.027 0.100
N -0.3867 -0.9661 -5.9901 -0.418 -0.853 0.020 0.050
C -1.6478 -1.1277 -6.4470 0.785 0.146 0.270 -0.151
C -2.3129 -2.3433 -6.4599 0.192 -0.167 0.137 -0.078
C -1.6447 -3.4643 -5.9789 -0.023 -0.048 0.076 -0.090
C -0.3443 -3.3301 -5.5033 -0.297 0.042 -0.106 -0.078
C 0.2358 -2.0720 -5.5277 -0.302 0.823 -0.295 -0.155
H -2.1256 -0.2244 -6.8149 -0.017 -0.074 0.029 0.088
H -3.3271 -2.4144 -6.8363 0.120 0.008 -0.005 0.098
H -2.1332 -4.4343 -5.9743 0.086 0.154 -0.069 0.093
H 0.2036 -4.1844 -5.1223 -0.033 0.092 -0.026 0.100
H 1.2475 -1.9152 -5.1640 -0.070 -0.049 -0.021 0.099
N -2.8110 -5.0616 -8.6758 -0.500 -0.583 -0.753 0.059
C -4.0872 -5.4938 -8.5763 0.894 0.327 -0.025 -0.150
C -4.7312 -6.2272 -9.5599 0.139 -0.040 -0.204 -0.077
C -4.0270 -6.5343 -10.7193 0.013 0.002 -0.004 -0.080
C -2.7116 -6.1015 -10.8520 -0.281 -0.076 0.061 -0.076
C -2.1522 -5.3766 -9.8121 -0.321 0.280 0.811 -0.143
H -4.5955 -5.2262 -7.6545 -0.020 -0.044 -0.058 0.101
H -5.7572 -6.5508 -9.4254 0.095 0.042 0.004 0.102
H -4.4990 -7.1064 -11.5128 0.054 0.067 0.096 0.106
H -2.1360 -6.3240 -11.7433 -0.036 0.032 0.096 0.102
H -1.1275 -5.0196 -9.8665 -0.079 -0.034 -0.026 0.104
N -5.5230 5.0320 2.8223 -0.270 -0.738 0.497 0.050
C -4.8187 3.8806 2.7612 -0.540 0.866 0.044 -0.146
C -5.1529 2.7346 3.4648 -0.252 0.041 0.046 -0.066
C -6.2756 2.7698 4.2850 -0.033 0.088 -0.013 -0.069
C -7.0204 3.9416 4.3703 0.152 -0.233 -0.016 -0.082
C -6.6089 5.0352 3.6256 0.729 0.106 -0.588 -0.160
H -3.9496 3.9042 2.1103 -0.018 -0.037 0.013 0.094
H -4.5522 1.8365 3.3757 -0.364 0.535 0.004 0.056
H -6.5681 1.8914 4.8529 0.041 0.074 -0.063 0.108
H -7.9002 4.0015 5.0009 0.066 0.026 -0.061 0.099
H -7.1591 5.9716 3.6555 0.017 -0.082 0.026 0.098
N 9.0754 -0.9440 3.2529 0.873 -0.254 -0.667 0.046
C 10.1942 -1.6290 3.5757 -0.750 0.451 -0.088 -0.145
C 11.1879 -1.9544 2.6664 -0.072 0.084 -0.221 -0.078
C 11.0249 -1.5575 1.3434 -0.023 0.012 -0.026 -0.077
C 9.8824 -0.8522 0.9797 0.266 -0.162 0.107 -0.062
C 8.9459 -0.5705 1.9613 -0.040 -0.102 0.817 -0.155
H 10.2737 -1.9193 4.6193 0.039 0.005 -0.076 0.102
H 12.0673 -2.5043 2.9820 -0.094 0.047 -0.005 0.101
H 11.7820 -1.7955 0.6018 -0.086 0.027 0.086 0.106
H 9.7254 -0.5292 -0.0432 -0.015 0.013 0.114 0.107
H 8.0392 -0.0194 1.7280 0.037 -0.041 -0.076 0.078
N -10.9220 -4.8347 2.1087 0.832 0.575 0.040 0.048
C -9.8106 -5.2309 2.7669 -0.811 0.196 -0.440 -0.154
C -8.6533 -4.4734 2.8503 -0.040 0.225 -0.143 -0.073
C -8.6301 -3.2350 2.2176 0.026 0.048 0.046 -0.088
C -9.7586 -2.8002 1.5301 0.210 -0.145 0.154 -0.077
C -10.8702 -3.6271 1.5058 -0.139 -0.839 0.371 -0.156
H -9.8769 -6.2057 3.2412 0.035 0.073 -0.016 0.100
H -7.7907 -4.8403 3.3950 -0.080 0.029 -0.042 0.103
H -7.7403 -2.6137 2.2600 -0.149 -0.096 0.011 0.057
H -9.7723 -1.8405 1.0262 -0.018 -0.078 0.045 0.100
H -11.7767 -3.3308 0.9855 0.083 0.006 0.027 0.099
N 9.9074 4.3545 -0.6180 -0.720 -0.532 0.408 0.046
C 8.7782 4.0452 -1.2922 0.799 0.248 0.390 -0.158
C 7.7341 3.3121 -0.7513 0.114 -0.050 0.233 -0.072
C 7.8544 2.8642 0.5599 -0.098 -0.053 0.111 -0.078
C 9.0063 3.1651 1.2795 -0.177 0.006 -0.234 -0.080
C 9.9947 3.9075 0.6535 0.047 0.345 -0.839 -0.157
H 8.7331 4.4144 -2.3127 -0.026 -0.029 0.061 0.098
H 6.8488 3.0953 -1.3383 0.076 0.015 0.054 0.102
H 7.0572 2.2856 1.0175 0.103 0.085 -0.101 0.070
H 9.1308 2.8302 2.3030 0.005 0.019 -0.076 0.100
H 10.9109 4.1712 1.1744 -0.070 -0.036 -0.013 0.098
N 2.2574 -2.9459 2.9123 -0.292 -0.887 0.506 0.062
C 2.9617 -4.0972 2.8512 -0.426 0.827 -0.013 -0.149
C 2.6275 -5.2432 3.5548 -0.208 0.045 0.155 -0.075
C 1.5048 -5.2080 4.3750 -0.005 0.016 -0.001 -0.076
C 0.7601 -4.0362 4.4603 0.146 -0.214 -0.013 -0.066
C 1.1715 -2.9426 3.7156 0.751 0.066 -0.583 -0.137
H 3.8308 -4.0736 2.2003 -0.045 -0.043 0.038 0.101
H 3.2282 -6.1413 3.4658 -0.040 0.095 -0.004 0.102
H 1.2123 -6.0865 4.9430 0.031 0.107 -0.068 0.106
H -0.1197 -3.9763 5.0909 0.067 0.021 -0.078 0.105
H 0.6213 -2.0063 3.7455 0.016 -0.046 0.036 0.088
```
Forces are in eV/Å.

Properties
largest force on an atom: 8.23 eV/Å
electronic energy: -3930.24689 Eh
HOMO: -9.43 eV
multiplicity: 1
charge: 0
frontier orbital gap: 9.133 eV